Entry from the OMol25 dataset: an isolated ion of composition C2HClNOS2 and charge -1 at a distorted geometry (the ωB97M-V functional and the def2-TZVPD basis).

## Properties
Highest occupied orbital energy (eV): -3.60
Charge: -1
Electronic energy (a.u.): -1463.3178
LUMO level (eV): 3.194
HOMO-LUMO gap (eV): 6.80

Cartesian coordinates (Å):
1 C -1.8127 0.0110 0.4483
2 C 0.3632 0.9174 -0.0724
3 N -0.8546 0.6601 0.0161
4 O 0.4870 -1.3363 1.0867
5 S 1.1591 2.3366 -0.4689
6 S 1.4940 -0.4453 0.5654
7 Cl -2.5836 -0.9354 -0.8312
8 H 1.7477 -1.2081 -0.7440

Per-atom Löwdin charges, elementary charge units:
1. C -0.579
2. C -1.151
3. N -0.184
4. O -0.659
5. S 0.363
6. S 0.783
7. Cl 0.406
8. H 0.021